Entry from the Open Molecules 2025 dataset: an isolated ion of composition C8H17IN and charge +1 (ωB97M-V/def2-TZVPD).

Summary:
- LUMO level (eV) = -3.8
- E (Ha) = -667.14661
- gap between HOMO and LUMO (eV) = 9.04
- SMILES string = CCC/C(C)=C\[C@@H](I)[NH2+]C
- net charge = +1

Each atom is followed by the atoms it is bonded to, with distances in Å.
Cartesian coordinates (Å):
1 H -1.73 -1.41 0.89  C8 1.122
2 C -0.15 3.72 -1.38  H7 1.045, H10 1.048, N15 1.518, H22 1.080
3 H 2.62 -0.89 1.73  C27 1.097
4 H -2.72 -1.20 -1.16  C20 1.045
5 H -1.14 -2.94 0.54  C8 1.018
6 H -1.47 -1.90 -2.03  C20 1.131
7 H 0.21 3.16 -2.19  C2 1.045
8 C -1.19 -2.02 0.11  H1 1.122, H5 1.018, C12 1.530, C20 1.513
9 C 0.26 0.71 0.99  C11 1.551, H18 1.059, C21 1.311
10 H 0.36 4.63 -1.29  C2 1.048
11 C -0.57 1.52 -0.04  C9 1.551, I13 2.228, N15 1.512, H17 1.060
12 C 0.20 -1.47 -0.17  C8 1.530, C21 1.505, H25 1.107, H26 1.133
13 I -2.63 1.75 0.78  C11 2.228
14 H -2.71 -2.91 -0.90  C20 1.093
15 N 0.19 2.81 -0.22  C2 1.518, C11 1.512, H23 0.996, H24 0.980
16 H 1.23 -0.58 2.94  C27 1.148
17 H -0.72 1.18 -1.03  C11 1.060
18 H 0.42 1.19 1.92  C9 1.059
19 H 1.39 -2.15 1.98  C27 1.092
20 C -2.10 -2.03 -1.10  H4 1.045, H6 1.131, C8 1.513, H14 1.093
21 C 0.62 -0.55 0.94  C9 1.311, C12 1.505, C27 1.481
22 H -1.19 3.81 -1.69  C2 1.080
23 H 1.18 2.66 -0.26  N15 0.996
24 H 0.12 3.34 0.60  N15 0.980
25 H 0.04 -0.89 -1.10  C12 1.107
26 H 0.91 -2.33 -0.41  C12 1.133
27 C 1.56 -1.07 1.96  H3 1.097, H16 1.148, H19 1.092, C21 1.481